Record 1
{
  "formula": "C10H18N2O2S",
  "method": "ωB97M-V/def2-TZVPD",
  "spin_multiplicity": 1,
  "lumo_ev": 0.37,
  "homo_energy_ev": -8.818,
  "gap_ev": 9.187,
  "smiles": "C=C/N=C(/C(C)(C)C)S(N)(=O)=O.C#CC",
  "de_lowest_ev": 5.8263,
  "elements": ["H", "H", "C", "H", "H", "H", "C", "C", "C", "H", "C", "H", "H", "N", "H", "H", "H", "C", "C", "H", "H", "H", "C", "C", "O", "H", "O", "S", "H", "C", "H", "N", "H"],
  "positions_angstrom": [[-0.843, -1.235, -2.221], [-3.506, 1.116, -1.661], [0.083, -0.483, 0.476], [-0.331, 3.680, -1.366], [2.416, -0.936, -2.020], [-0.989, -2.711, -1.215], [0.693, -1.254, -0.662], [-2.661, 1.459, -1.313], [-0.271, -1.964, -1.634], [2.014, -2.839, -0.643], [-1.626, -0.083, 2.015], [1.778, -0.614, 3.229], [-2.268, 1.716, 1.169], [0.922, -0.034, 3.110], [-0.143, 2.690, 0.135], [2.396, -1.901, 0.605], [0.770, 0.788, 3.776], [-1.610, 2.069, -1.338], [-0.370, 2.695, -1.010], [0.391, 1.962, -1.467], [0.858, -2.911, 0.611], [-2.618, 1.315, 2.981], [1.748, -0.365, -1.475], [-2.074, 1.189, 2.071], [0.848, 1.927, 1.694], [1.230, 0.364, -2.013], [2.652, 0.283, 1.248], [1.240, 0.537, 1.545], [-1.641, -0.785, 2.818], [1.545, -2.300, 0.040], [2.296, 0.362, -0.853], [-1.055, -0.664, 0.917], [0.283, -2.496, -2.366]],
  "forces_ev_per_angstrom": [[-0.10, 0.00, 0.35], [-4.06, -1.90, -1.19], [0.45, -0.04, -0.22], [0.48, 1.29, -0.74], [1.10, -1.16, -1.25], [0.62, 0.82, 0.20], [2.15, 0.68, -0.71], [4.78, 2.51, 0.31], [-1.21, 0.72, 0.54], [1.76, -2.86, -3.36], [-0.13, 1.60, 0.05], [-0.89, 0.60, 1.00], [0.26, 0.80, -0.30], [1.05, -0.18, -0.52], [-0.68, 0.03, -2.11], [-0.68, 0.16, 0.38], [0.62, -1.61, -1.40], [-2.18, -0.93, 1.14], [1.91, -2.50, 1.63], [-0.50, 1.80, 0.54], [0.28, -0.42, 0.47], [-0.29, 0.98, 0.37], [-1.85, 1.13, 2.79], [-0.45, -2.95, 0.52], [-0.07, -0.47, -1.02], [-1.09, 0.52, -2.00], [-1.65, -0.19, 0.35], [1.48, 1.90, 2.05], [-0.29, -0.09, 0.74], [-1.39, 1.71, 2.77], [0.21, -1.08, 0.21], [-0.54, -0.35, -1.04], [0.92, -0.53, -0.56]],
  "lowdin_charge": [0.0824, -0.0278, -0.2748, 0.0592, 0.0686, 0.1002, -0.4954, 0.1112, -0.0311, 0.0363, -0.2523, 0.0758, 0.0250, -0.0831, 0.0884, 0.0887, 0.1183, -0.1992, -0.0979, 0.0845, 0.1015, 0.0498, -0.0167, 0.0357, -0.3435, 0.0346, -0.3364, 0.6824, 0.1045, -0.0513, 0.0713, 0.1225, 0.0685]
}

---

Record 2
{
  "formula": "C25H26BBaCl5F4N6O6S3",
  "method": "ωB97M-V/def2-TZVPD",
  "spin_multiplicity": 1,
  "lumo_ev": 3.74,
  "homo_energy_ev": -2.796,
  "gap_ev": 6.532,
  "charge": -2,
  "elements": ["H", "H", "H", "O", "O", "Cl", "H", "O", "C", "F", "C", "C", "S", "C", "H", "C", "B", "H", "H", "C", "C", "H", "C", "H", "H", "H", "C", "N", "C", "H", "H", "C", "N", "H", "C", "F", "C", "S", "H", "C", "H", "C", "N", "C", "C", "N", "C", "Cl", "F", "Ba", "C", "Cl", "C", "C", "C", "H", "H", "O", "H", "Cl", "C", "H", "H", "Cl", "H", "O", "F", "C", "O", "N", "H", "H", "N", "H", "H", "S", "C"],
  "positions_angstrom": [[-3.686, 2.441, -0.460], [3.404, 3.619, 6.230], [0.117, 2.487, -4.036], [4.488, 1.699, 1.987], [2.998, 3.049, 0.639], [6.151, -0.530, -4.149], [-3.320, -3.070, -2.815], [-1.394, 2.877, 2.431], [0.286, 3.694, -2.274], [-0.350, 0.485, -5.422], [-2.648, 2.139, -0.681], [0.509, 3.207, 4.527], [3.115, 1.996, 1.631], [4.893, -2.516, -2.829], [-5.476, -4.664, -0.170], [-2.667, -2.952, -0.303], [-0.337, -0.838, -4.904], [-0.308, 3.912, -1.386], [-2.058, 1.204, 1.041], [1.361, 3.521, 5.573], [2.735, 3.391, 5.409], [-4.777, -2.238, -2.296], [-1.757, -3.229, 2.065], [-1.040, 0.888, -3.199], [-3.027, 0.887, -2.357], [1.851, 3.293, -0.994], [3.901, -3.005, -1.988], [-2.686, -3.437, 1.019], [0.074, -2.938, 4.059], [-3.175, -3.722, 3.637], [-0.566, 3.303, 4.610], [4.915, -1.155, -3.108], [1.454, 2.929, -1.858], [2.176, 2.974, -2.561], [-2.159, -3.457, 3.383], [0.282, -1.701, -5.819], [-1.216, -3.309, 4.385], [-0.139, 2.238, 2.059], [-2.892, 0.227, 0.027], [3.949, -0.325, -2.535], [0.959, 3.853, 6.523], [2.954, -2.126, -1.465], [-0.525, -2.876, 1.750], [2.396, 2.638, 3.152], [-3.853, -4.179, 1.213], [-2.211, 0.972, 0.073], [1.024, 2.761, 3.318], [4.099, 1.370, -2.879], [-1.676, -1.243, -4.685], [0.928, 0.840, -0.301], [0.366, -2.723, 2.721], [6.085, -3.573, -3.496], [-0.542, 2.856, -3.249], [-4.543, -4.183, 0.066], [2.916, -0.754, -1.701], [4.311, 2.822, 4.039], [-1.309, 3.496, -3.716], [2.337, 0.790, 1.351], [1.359, -2.421, 2.410], [3.875, -4.695, -1.605], [3.250, 2.953, 4.200], [0.545, 4.650, -2.755], [-4.841, -3.997, -2.590], [1.729, -2.793, -0.439], [-3.040, 2.623, -2.745], [-0.202, 0.791, 2.198], [0.359, -0.833, -3.672], [-2.518, 1.838, -2.173], [0.354, 2.719, 0.780], [-1.138, 1.699, -2.602], [-4.057, -4.692, 2.133], [0.835, -2.811, 4.816], [-3.841, -3.443, -0.853], [-1.497, -3.484, 5.417], [-2.000, 2.971, -0.407], [-1.641, -2.010, -1.179], [-4.226, -3.178, -2.219]],
  "forces_ev_per_angstrom": [[0.04, 0.02, -0.01], [0.01, 0.02, -0.01], [-0.04, 0.04, -0.07], [-0.25, 0.00, 0.05], [-0.21, -0.31, -0.11], [0.16, 0.04, -0.12], [-0.05, -0.04, -0.05], [0.24, -0.01, -0.08], [-0.23, -0.10, -0.22], [-0.02, -0.05, 0.03], [-0.08, -0.15, -0.16], [-0.16, 0.06, -0.11], [2.45, 0.67, 1.19], [-0.14, 0.15, 0.10], [0.02, -0.01, -0.02], [-0.15, 0.06, -0.17], [0.12, -0.05, 0.00], [0.01, 0.10, -0.01], [-0.32, -0.07, 0.20], [0.14, -0.03, 0.02], [-0.09, 0.01, 0.01], [0.02, 0.00, 0.01], [0.20, -0.03, 0.09], [0.08, 0.02, 0.01], [-0.05, 0.03, -0.10], [0.17, 0.27, -0.15], [-0.09, 0.08, 0.01], [-0.09, 0.12, -0.43], [0.14, 0.05, -0.01], [0.05, 0.08, -0.02], [0.02, -0.01, 0.07], [-0.15, 0.06, 0.08], [0.04, 0.97, -0.20], [0.05, -0.22, -0.05], [-0.03, 0.07, 0.18], [-0.07, 0.05, 0.07], [-0.15, -0.08, -0.05], [-1.84, 1.16, 2.90], [0.10, -0.16, -0.12], [-0.21, -0.83, 0.30], [-0.04, 0.02, -0.02], [0.44, 0.46, -0.42], [-0.14, -0.06, -0.30], [-0.08, -0.21, -0.21], [-0.03, -0.18, 0.14], [-0.01, 0.32, -0.06], [0.09, -0.05, -0.20], [0.10, 0.66, -0.12], [0.01, 0.02, 0.02], [-2.72, -5.11, -6.62], [-0.07, 0.05, 0.11], [0.11, -0.11, -0.07], [0.07, 0.09, 0.15], [-0.11, 0.00, 0.01], [1.03, -0.37, -0.43], [0.00, 0.01, 0.04], [0.02, -0.03, -0.04], [2.76, -0.04, 3.04], [0.03, 0.04, -0.08], [0.00, -0.20, 0.04], [0.06, 0.01, -0.09], [-0.01, 0.01, 0.07], [0.00, -0.02, 0.05], [-0.48, -0.16, 0.45], [-0.01, -0.05, -0.04], [0.11, 0.03, -0.20], [-0.22, 0.03, -0.19], [-0.02, 0.11, 0.18], [-0.79, 2.80, 1.37], [-0.05, -0.14, -0.09], [-0.02, 0.00, -0.08], [0.01, 0.03, -0.03], [0.23, -0.08, 0.23], [-0.02, 0.02, 0.00], [-0.05, 0.07, 0.01], [0.18, -0.07, 0.44], [-0.02, 0.08, -0.10]],
  "lowdin_charge": [0.1036, 0.0943, 0.1147, -0.3151, -0.3322, 0.6056, 0.0537, -0.3195, -0.2639, 0.0709, -0.2691, -0.0585, 0.4434, -0.7274, 0.1114, -0.6904, -1.2492, 0.0902, 0.0113, -0.0898, -0.0880, 0.0922, -0.2567, 0.0693, 0.1096, 0.0118, -0.7135, 0.0148, -0.0655, 0.0890, 0.1063, -0.7169, -0.1401, 0.0177, -0.0224, 0.0905, -0.0828, 0.4005, 0.0410, -0.7138, 0.0937, -0.7269, 0.1328, -0.2070, -0.0753, -0.0361, -0.2109, 0.6640, 0.0612, 1.9402, -0.1250, 0.6116, -0.2193, -0.0755, -0.2584, 0.1068, 0.1070, -0.6798, 0.0948, 0.6096, -0.0550, 0.1037, 0.0837, 0.6516, 0.1049, -0.4027, 0.0701, -0.2238, -0.6169, -0.0733, 0.0967, 0.0997, -0.1546, 0.0996, 0.0867, 0.7559, -0.0606]
}

---

Record 3
{
  "formula": "C7F27HfN3O15PS7",
  "method": "ωB97M-V/def2-TZVPD",
  "spin_multiplicity": 1,
  "lumo_ev": 0.62,
  "homo_energy_ev": -7.933,
  "gap_ev": 8.549,
  "de_lowest_ev": 1.7685,
  "charge": -1,
  "elements": ["F", "O", "F", "F", "O", "F", "N", "F", "F", "C", "S", "S", "O", "F", "F", "S", "F", "O", "F", "F", "F", "O", "P", "F", "O", "F", "F", "F", "O", "F", "S", "N", "O", "F", "F", "S", "C", "O", "O", "F", "F", "O", "F", "F", "S", "O", "O", "F", "C", "C", "O", "C", "C", "F", "F", "C", "S", "O", "F", "Hf", "N"],
  "positions_angstrom": [[-4.456, -0.188, 1.222], [-3.573, 1.455, -2.556], [-2.146, 0.279, 1.582], [1.777, -3.739, 3.402], [-1.490, 0.227, -2.444], [0.296, 0.573, 5.605], [0.762, -0.093, 1.896], [-1.675, -1.791, 1.142], [-0.863, 3.812, -2.958], [-0.139, 0.803, 4.369], [-0.733, -3.187, -2.169], [1.340, 0.757, 3.145], [3.128, -1.576, 1.914], [-0.143, 1.984, -3.905], [-1.053, -0.113, 4.107], [-2.158, 1.530, -2.320], [3.841, 2.934, 0.245], [-1.736, -3.105, -3.224], [4.608, 1.510, -1.189], [-2.571, -4.436, -0.781], [-0.404, 4.302, 0.365], [1.462, 2.135, 2.695], [-3.115, -1.024, 1.307], [-3.775, -2.371, 0.762], [0.602, -3.511, -2.602], [2.938, -2.770, -2.632], [-0.669, 2.011, 4.320], [4.565, -1.523, -3.188], [1.155, -1.909, 0.530], [-2.130, 4.962, 1.441], [1.700, -1.518, 1.860], [-1.630, 1.740, -0.679], [3.151, 0.855, -3.499], [-0.230, -3.033, 2.951], [-0.614, -4.460, 0.135], [2.310, -0.187, -2.952], [3.640, 1.767, -0.335], [-0.830, -1.999, -1.261], [-3.024, 3.870, -1.201], [0.993, -2.005, 4.375], [-1.999, 2.942, -4.520], [1.765, 2.934, -2.128], [3.562, 0.837, 0.581], [3.749, -1.389, -1.158], [-2.656, 2.906, -0.181], [2.438, 0.197, 3.908], [-3.732, 2.431, 0.653], [-2.765, -0.744, -0.292], [-1.502, 3.886, 0.989], [-1.265, -4.571, -1.020], [1.017, 1.947, -0.048], [3.458, -1.590, -2.443], [-1.175, 2.666, -3.507], [-1.024, -5.772, -1.532], [-1.195, 3.079, 1.994], [0.991, -2.666, 3.234], [1.931, 1.865, -1.194], [1.361, -0.765, -3.872], [-3.224, -1.315, 2.866], [-0.320, -0.067, -0.199], [1.473, 0.218, -1.602]],
  "forces_ev_per_angstrom": [[0.82, -0.30, 0.40], [1.39, 1.24, -0.06], [0.32, 1.17, 0.40], [-0.26, 0.58, -0.70], [1.05, 0.47, -0.18], [0.34, 0.17, 0.07], [2.33, -2.14, 1.32], [1.92, -0.76, 1.55], [0.64, -0.04, 0.40], [0.47, -0.19, 0.01], [-0.70, 0.16, -2.38], [-0.04, 4.52, 1.54], [-1.01, 0.41, 0.76], [0.31, 0.06, -0.18], [-0.16, -0.04, -0.39], [0.00, -3.79, 1.45], [-0.09, 0.20, -0.14], [0.87, -0.36, 1.53], [-0.04, -0.03, 0.04], [0.15, -0.31, -0.03], [0.00, -0.23, 0.00], [-0.11, -1.59, 0.58], [-0.69, -1.23, -1.77], [-0.74, 0.13, 1.41], [-0.65, -0.03, 0.86], [-0.04, 0.15, 0.27], [-0.16, -0.03, 0.03], [0.00, 0.37, 0.26], [-0.22, 0.01, 0.77], [-0.27, -0.10, 0.16], [-1.06, -0.65, -3.25], [-1.58, 1.65, -2.67], [-0.29, -0.25, 1.66], [0.04, -0.05, -0.36], [0.21, -0.16, 0.27], [-1.61, -1.82, -3.76], [-0.19, 0.47, -0.46], [1.18, 1.05, 0.71], [1.00, -1.11, -0.01], [-0.06, 0.28, 0.18], [0.22, -0.52, -0.04], [1.03, -0.96, 0.35], [-0.05, -0.38, 0.07], [0.38, -0.28, 0.13], [-1.17, 2.39, 3.07], [-1.21, -0.23, -1.29], [1.18, 0.04, -0.62], [-0.39, 1.84, -0.95], [-0.58, -0.46, -0.91], [-0.28, 1.10, -0.18], [-0.35, -0.71, 0.41], [0.04, 0.32, -0.16], [-1.68, 0.70, -0.04], [-0.03, 0.04, -0.14], [0.23, 0.10, 0.11], [0.49, -0.37, 0.38], [-1.90, -1.21, 0.48], [0.78, 0.15, 0.96], [-0.04, -0.09, -0.89], [-1.62, -2.67, -1.32], [1.88, 3.30, 0.28]],
  "lowdin_charge": [-0.0762, -0.2110, -0.2099, 0.1610, -0.3826, 0.1457, -0.3824, -0.2181, 0.1722, -0.6620, 0.5824, 0.6337, -0.2261, 0.1832, 0.1394, 0.7446, 0.1859, -0.2700, 0.1792, 0.1366, 0.1432, -0.2848, 0.2136, -0.0990, -0.2826, 0.1715, 0.1530, 0.1479, -0.4019, 0.1571, 0.7388, -0.3991, -0.2684, 0.1900, 0.1304, 0.6317, -0.6706, -0.4649, -0.2778, 0.1520, 0.1588, -0.2153, 0.1681, 0.1259, 0.6293, -0.2671, -0.2529, -0.2169, -0.6605, -0.6588, -0.4327, -0.6640, -0.6718, 0.1492, 0.1267, -0.6434, 0.7458, -0.2519, -0.0843, 1.9679, -0.3584]
}